Record 1
ORCA calculation (ωB97M-V/def2-TZVPD) on 2 unconnected molecules or ions with the total composition C10H19FN5O9P2.

Structure (XYZ):
```
46
Properties=species:S:1:pos:R:3:forces:R:3
C -4.0171 -1.9758 -1.1782 -0.09 0.15 -0.20
O -2.6880 -2.1413 -0.6893 0.08 0.03 0.06
C -2.3189 -1.0528 0.1023 -0.62 -0.31 0.04
N -1.0571 -1.3673 0.7311 0.26 0.45 -0.33
C -0.7090 -2.2292 1.7059 -0.04 -0.36 0.24
N -1.5150 -3.0765 2.3612 0.16 0.41 -0.16
P -3.2271 -3.3465 2.1599 -0.02 -0.27 0.11
O -3.0980 -4.7259 1.3078 -0.34 0.09 -0.31
O -3.4725 -3.9688 3.6197 -0.05 0.00 0.23
N 0.6036 -2.1538 1.9599 0.06 -0.10 0.05
C 1.0765 -1.2484 1.1185 0.08 -0.29 0.28
C 2.5055 -0.8495 1.0889 0.17 -0.24 0.37
P 2.8305 0.8384 1.7040 0.45 0.63 -0.54
O 2.6740 1.8380 0.6335 -0.19 -0.22 0.11
O 4.2698 0.7602 2.3581 -0.25 -0.28 -0.05
O 1.9133 1.0625 2.9698 -0.06 -0.26 -0.04
N 0.1207 -0.7514 0.3504 0.18 0.54 -0.02
C 0.2624 0.2385 -0.7100 0.01 0.09 -0.65
C 0.3974 -0.4314 -2.0548 -0.07 -0.13 -0.06
N -0.5387 -0.3227 -2.8847 -0.23 -0.01 -0.13
H -4.7439 -2.0900 -0.3674 0.01 -0.03 -0.03
H -4.1510 -0.9899 -1.6352 0.06 -0.02 0.04
H -4.1761 -2.7200 -1.9542 0.03 -0.08 0.14
H -3.0676 -0.8760 0.8834 0.11 0.03 0.05
H -2.2244 -0.1429 -0.4914 0.18 -0.01 0.00
H -1.0172 -3.6207 3.0571 0.01 0.03 -0.02
H -3.8270 -4.7782 0.6730 0.19 -0.22 -0.04
H -3.2167 -4.9013 3.6937 -0.08 0.06 0.04
H 2.9538 -0.9543 0.0995 -0.11 0.15 -0.05
H 3.0261 -1.5449 1.7508 -0.09 0.01 -0.01
H 4.9539 0.5932 1.6925 0.09 0.16 0.20
H 1.1467 1.6073 2.7408 0.12 0.10 0.19
H 1.1400 0.8539 -0.5027 -0.03 -0.16 0.23
H -0.5887 0.9142 -0.7585 -0.02 -0.06 0.19
H 1.3030 -1.0060 -2.2654 0.12 0.04 0.19
H -0.3196 -0.8218 -3.7460 -0.09 0.06 -0.06
C 2.3805 4.4200 -1.1064 0.06 0.03 0.08
C 1.9504 3.6712 -2.3497 -0.12 0.08 0.11
O 0.9719 4.5157 -2.9003 0.21 0.05 -0.13
C 1.2569 5.8002 -2.5047 -0.03 0.01 0.12
O 0.7800 6.7684 -2.9779 -0.07 0.00 0.01
O 2.1683 5.7771 -1.5020 0.00 -0.06 -0.04
F 1.3759 2.4667 -2.0543 -0.05 0.04 -0.10
H 1.7361 4.1786 -0.2607 -0.01 -0.09 -0.05
H 3.4161 4.2521 -0.8288 0.03 0.15 -0.05
H 2.7440 3.5061 -3.0795 -0.02 -0.16 0.00
```
Forces are in eV/Å.

Results
- molecular weight (Da) = 434.234
- E_LUMO (eV) = -2.85
- HOMO level (eV) = -13.0053
- charge = +1
- energy above the lowest of the compared OMol25 structures with the same formula, charge and spin (kcal/mol) = 4.4
- 2S+1 = 1

Record 2
ORCA calculation (ωB97M-V/def2-TZVPD) on C10H19N2O4PS in the gas phase at a distorted geometry.

Structure (XYZ):
```
37
Properties=species:S:1:pos:R:3:forces:R:3
C 2.4345 3.4220 -2.9203 0.25 0.71 0.18
C 2.8640 2.4481 -1.8384 0.01 0.09 -0.35
C 2.0652 1.1428 -1.9457 0.08 -0.40 1.37
C 2.0832 0.4680 -0.5897 1.10 -1.65 -1.09
N 2.7147 -0.6756 -0.3880 -1.56 1.79 0.61
N 2.5191 -0.9377 0.9625 -0.02 0.58 0.38
C 1.8505 0.0627 1.4594 0.84 -1.58 0.62
C 1.4982 0.1374 2.9257 -1.32 1.81 -1.72
S 0.0286 -0.9178 3.2866 -0.10 -0.97 0.26
P -1.2672 -0.3381 1.7348 -1.11 3.22 -0.97
O -1.2481 1.1565 1.7931 0.03 -1.62 -0.58
O -0.8534 -0.8829 0.2329 -0.01 -0.06 1.96
C -0.6334 -2.3100 0.2446 0.59 -1.00 0.04
C -0.0885 -2.8036 -1.0805 0.45 0.57 0.05
O -2.7886 -0.9295 1.9513 1.97 -0.02 0.02
C -3.7038 -0.3758 0.9828 -1.25 1.07 -0.30
C -5.0686 -1.0263 1.1526 0.19 -0.63 1.03
O 1.5172 0.9818 0.5409 0.54 0.00 -0.82
H 3.0668 4.3264 -2.9105 -0.21 -0.35 -0.11
H 2.5204 2.9450 -3.8872 -0.02 0.02 -0.39
H 1.3962 3.7598 -2.7832 0.26 -0.23 -0.01
H 3.9348 2.2128 -1.9143 -0.23 0.10 -0.01
H 2.7165 2.9152 -0.8639 -0.08 -0.12 0.07
H 1.0175 1.3426 -2.1786 0.05 0.04 -0.30
H 2.5143 0.4142 -2.6690 -0.53 0.71 0.63
H 2.3443 -0.1559 3.4914 0.52 -1.05 0.57
H 1.3356 1.1894 3.2231 -0.43 -0.50 -0.28
H -1.5699 -2.8310 0.4409 -0.21 0.11 0.18
H 0.0714 -2.5438 1.0641 -0.24 0.02 -0.40
H 0.8734 -2.2930 -1.3139 -0.74 -0.37 -0.03
H 0.0832 -3.8825 -1.0416 0.06 0.12 0.19
H -0.8456 -2.6444 -1.8449 0.16 0.21 -0.29
H -3.8124 0.7407 1.0975 0.46 -1.11 0.14
H -3.3773 -0.5703 -0.0385 0.40 0.02 0.06
H -5.3826 -0.9593 2.2324 0.23 -0.18 -1.07
H -5.8077 -0.4876 0.5489 0.17 -0.23 0.03
H -5.0027 -2.1004 0.8427 -0.30 0.88 0.33
```
Forces are in eV/Å.

Results
- molecular weight (Da) = 294.313
- E_LUMO (eV) = 0.68
- structure (SMILES) = CCCc1nnc(CSP(=O)(OCC)OCC)o1
- HOMO level (eV) = -9.5049
- energy above the lowest of the compared OMol25 structures with the same formula, charge and spin (kcal/mol) = 0.0
- 2S+1 = 1

Record 3
ORCA calculation (ωB97M-V/def2-TZVPD) on a molecular structure, C10H19N2OS3 at a distorted geometry.

Structure (XYZ):
```
35
Properties=species:S:1:pos:R:3:forces:R:3
C 2.4348 -3.6554 1.2642 -0.04 0.16 0.02
N 2.1246 -2.2426 1.1725 0.52 -0.55 0.59
C 2.3202 -1.7512 -0.1650 -0.09 0.31 -0.15
C 2.1580 -0.2483 -0.2070 0.09 -0.32 -0.30
N 0.8964 0.1530 0.3947 -0.10 0.61 0.55
C 0.4755 1.4075 -0.0271 -0.49 1.47 -0.76
S 0.9925 2.1458 -1.4429 1.46 -0.63 -1.51
S -0.6237 2.5416 0.5923 -1.87 -3.49 3.25
C 0.7157 -0.3512 1.7750 0.01 0.52 -0.41
C 0.8562 -1.8675 1.7746 0.13 -0.13 -0.26
H 2.3886 -3.9912 2.3085 0.00 0.05 -0.20
H 1.7514 -4.2819 0.6594 0.01 0.00 0.08
H 3.4547 -3.8153 0.8849 -0.25 -0.03 0.15
H 3.3522 -1.9806 -0.4666 -0.25 -0.10 -0.05
H 1.6177 -2.2210 -0.8860 0.12 0.02 0.09
H 3.0076 0.2278 0.3229 -0.26 -0.06 -0.22
H 2.1304 0.0934 -1.2553 0.23 -0.04 0.55
H 1.4951 0.0585 2.4397 -0.07 0.04 -0.17
H -0.2517 -0.0277 2.1721 0.11 -0.04 -0.28
H 0.0094 -2.3349 1.2398 -0.05 0.08 0.00
H 0.8618 -2.2535 2.8023 -0.11 0.16 -0.11
C -3.4181 4.8930 -2.1172 -0.09 0.12 -0.54
S -2.1049 3.9736 -1.3218 -0.80 -1.13 0.15
C -1.2837 5.3092 -0.5064 0.72 0.16 0.01
C -0.3789 4.8714 0.7097 2.30 2.01 -2.28
C -0.9913 5.3259 2.0164 -0.03 -0.44 0.70
O 0.8487 4.7923 0.5080 -1.48 1.39 0.96
H -4.2955 4.2392 -2.1437 0.06 0.20 -0.08
H -3.6541 5.8072 -1.5661 -0.10 -0.08 -0.15
H -3.1037 5.1209 -3.1394 -0.35 0.31 0.00
H -0.6154 5.7606 -1.2488 0.02 0.21 0.39
H -2.0618 6.0232 -0.1945 0.44 -0.11 0.02
H -2.0068 5.7122 1.9057 0.10 -0.16 -0.10
H -1.0241 4.4990 2.7091 0.00 -0.34 0.34
H -0.3752 6.1086 2.4738 0.08 -0.17 -0.28
```
Forces are in eV/Å.

Results
- molecular weight (Da) = 279.476
- E_LUMO (eV) = 3.02
- HOMO level (eV) = -2.4749
- charge = -1
- 2S+1 = 1

Record 4
ORCA calculation (ωB97M-V/def2-TZVPD) on C10H19N3O4 in the gas phase at a distorted geometry.

Structure (XYZ):
```
36
Properties=species:S:1:pos:R:3:forces:R:3
C -2.4005 -2.0433 0.7814 -1.45 -1.67 -0.57
C -2.7727 -0.9083 -0.1046 1.99 1.91 -0.04
C -4.1142 -0.3125 0.2566 -0.03 -1.51 -2.35
C -1.6433 0.2241 -0.0372 0.57 0.73 -1.89
N -2.1161 1.3626 -0.8539 0.82 1.05 0.90
C -0.2546 -0.3876 -0.8089 -3.77 1.86 0.59
O -0.2305 -0.2203 -2.0091 0.63 -0.80 0.74
N 0.7166 -1.0051 -0.0609 1.73 1.02 -0.15
C 2.0063 -0.8882 -0.7556 2.13 -0.14 0.70
C 2.6726 0.4783 -1.1123 -5.74 0.82 -1.99
C 2.8263 1.5281 -0.0675 0.28 -2.79 3.35
C 1.5419 2.1947 0.3985 0.27 1.05 -1.81
N 1.3516 2.4806 1.7597 -0.80 0.10 -2.30
O 0.8717 2.6549 -0.5423 -0.01 -0.39 2.70
C 3.1261 -1.6696 -0.0823 -0.16 -0.40 1.35
O 4.2949 -1.5829 -0.2375 1.64 1.09 -1.62
O 2.7668 -2.5763 0.8082 -1.24 -0.76 1.24
H -3.1316 -2.8084 0.4733 0.30 -0.33 0.48
H -1.4323 -2.4807 0.6222 0.57 0.04 -0.11
H -2.5792 -1.8878 1.8286 0.08 0.41 0.60
H -2.7850 -1.2622 -1.1382 0.18 0.14 -0.11
H -4.0058 -0.1535 1.2778 -0.90 0.72 1.94
H -4.3151 0.5368 -0.3608 0.16 0.94 0.22
H -4.9092 -1.0051 -0.0698 0.17 -0.12 0.90
H -1.4238 0.7641 0.9323 -0.15 -1.55 -0.41
H -2.0550 1.1474 -1.8507 0.30 0.37 0.41
H -1.6317 2.2811 -0.5853 -0.69 -2.12 -1.03
H 0.8100 -0.6494 0.8884 -0.71 0.12 -0.10
H 1.9329 -1.5093 -1.6201 -0.40 0.12 -1.26
H 1.9474 0.9635 -1.8989 1.45 -0.92 1.13
H 3.5129 0.1789 -1.6165 2.38 -0.16 -0.94
H 3.3543 2.3429 -0.5152 0.94 0.44 0.30
H 3.3053 0.9741 0.8500 -0.06 1.61 -1.42
H 1.9369 2.1843 2.5056 0.72 -0.30 0.00
H 0.9436 3.3893 1.8584 -0.53 0.17 0.41
H 1.8823 -2.3352 1.0866 -0.68 -0.73 0.13
```
Forces are in eV/Å.

Results
- molecular weight (Da) = 245.279
- E_LUMO (eV) = 0.16
- structure (SMILES) = CC(C)[C@H](N)C(=O)N[C@@H](CCC(N)=O)C(=O)O
- HOMO level (eV) = -8.7703
- energy above the lowest of the compared OMol25 structures with the same formula, charge and spin (kcal/mol) = 68.0
- 2S+1 = 1

Record 5
ORCA calculation (ωB97M-V/def2-TZVPD) on a molecular structure, C10H19N3O4 at a distorted geometry.

Structure (XYZ):
```
36
Properties=species:S:1:pos:R:3:forces:R:3
C -0.9183 -0.3832 2.8561 -0.72 -1.68 -3.76
C -0.2807 -0.3792 1.3853 2.12 -7.19 5.74
C -1.5104 -1.8994 2.7747 2.31 0.89 7.96
C -2.0447 -2.2073 1.5179 -1.03 -3.37 -0.39
C 0.1156 0.6429 -0.6598 0.25 -4.07 -4.41
C -0.6349 -0.4843 -1.5775 -1.04 0.92 3.67
C 1.5808 0.4496 -0.9738 4.30 1.53 1.79
C 1.8321 1.3553 -2.2484 -1.33 -1.34 -3.95
C 1.2122 2.7741 -2.2058 -0.83 1.05 0.86
C 3.2635 1.3991 -2.8069 1.67 -2.18 0.99
H -1.7566 1.0566 3.8925 -0.83 0.39 0.02
H -2.5877 0.5792 2.5437 -3.66 -0.51 -1.26
H -0.1505 -0.5712 3.5777 0.48 1.25 0.51
H -2.2415 -2.2177 3.6834 0.93 1.29 -2.20
H -0.5651 -2.4000 3.2358 -1.71 -0.15 -1.85
H -2.1368 -3.6418 0.0481 0.53 -0.04 3.38
H -1.2845 -4.1887 1.6935 -1.95 2.23 -2.09
H -0.5093 1.5236 1.0403 -0.86 -2.07 -0.40
H -0.1126 1.4297 -1.3640 -1.35 -0.09 1.74
H 1.9275 -0.6417 -0.9027 -0.67 1.64 -1.00
H 2.5570 0.9485 -0.1598 -3.38 -1.03 -1.70
H 1.2120 1.0782 -3.1903 0.65 -1.14 1.79
H 0.1390 2.5455 -1.6528 3.01 2.77 -1.75
H 1.9355 3.4675 -1.5474 -1.97 -0.93 -1.55
H 0.9204 3.1857 -3.3270 1.19 -0.84 3.09
H 3.9260 0.3488 -2.7663 -2.27 2.37 -0.28
H 3.3458 1.8017 -3.8756 -0.01 -0.15 1.92
H 3.7230 1.9317 -1.9540 0.84 0.64 -1.08
H -2.2236 -0.6209 -0.2274 0.19 0.62 1.11
N -1.7490 0.7629 2.9294 3.68 0.94 2.87
N -1.9744 -3.5156 1.1435 1.27 -1.54 -2.18
N -0.4891 0.5536 0.5734 0.04 7.68 0.02
O 0.2873 -1.4962 1.2017 -0.02 2.41 -1.75
O -2.7379 -1.3819 0.9720 -1.46 0.84 -0.19
O -0.2473 -0.9784 -2.5654 1.08 -0.53 -1.90
O -1.8226 -0.8263 -1.0640 0.54 -0.61 -3.79
```
Forces are in eV/Å.

Results
- molecular weight (Da) = 245.279
- E_LUMO (eV) = 0.55
- HOMO level (eV) = -9.1707
- energy above the lowest of the compared OMol25 structures with the same formula, charge and spin (kcal/mol) = 180.0
- 2S+1 = 1

Record 6
ORCA calculation (ωB97M-V/def2-TZVPD) on C10H19N3O4 in the gas phase at a distorted geometry.

Structure (XYZ):
```
36
Properties=species:S:1:pos:R:3:forces:R:3
C -2.0342 2.3174 0.1244 0.13 0.71 0.83
C -2.7849 0.9976 0.0033 0.99 -0.21 1.61
C -3.3023 0.6426 -1.3586 -1.23 2.20 1.02
C -1.8090 -0.0131 0.6261 -0.26 0.55 1.34
N -0.6850 -0.2223 -0.2101 0.47 0.22 0.78
C 0.4547 -0.5197 0.4876 0.99 -1.56 -2.37
O 0.6369 -0.3378 1.6505 0.16 0.68 1.82
C 1.4754 -1.2535 -0.4077 0.34 -1.00 -0.87
N 0.5760 -2.1153 -1.2826 1.95 2.36 -0.75
C 2.3382 -0.2925 -1.2579 -1.07 0.60 0.02
C 3.0892 0.7370 -0.3970 -0.99 -0.02 -1.11
C 4.0130 0.0263 0.5443 0.13 -1.09 0.75
N 4.1291 0.6698 1.7696 2.17 -2.66 0.32
O 4.4599 -1.1004 0.3259 -0.20 1.51 0.35
C -2.4868 -1.2673 1.0070 -2.38 -2.24 -1.53
O -2.6658 -2.2512 0.2982 0.97 0.83 0.51
O -3.1808 -1.1682 2.1517 0.51 0.86 0.47
H -2.6598 3.1441 -0.1795 -0.21 0.36 -0.06
H -1.6954 2.4992 1.1832 -0.60 -0.19 -0.89
H -1.1142 2.3858 -0.4465 0.04 -0.33 -0.41
H -3.5765 1.0092 0.7288 -0.81 0.28 0.20
H -2.5095 0.7287 -2.0327 1.02 0.06 -1.51
H -4.1067 1.3860 -1.5748 0.70 -0.41 -0.29
H -3.7653 -0.2941 -1.3999 -0.47 -1.62 -0.03
H -1.5249 0.3463 1.6557 0.30 0.26 -1.36
H -0.7998 -0.7224 -1.0948 0.10 0.09 0.45
H 2.2779 -1.8656 0.1366 -1.70 0.82 -0.07
H 0.0929 -2.7277 -0.7232 -1.60 -1.66 1.81
H 1.0575 -2.7036 -1.9178 0.98 -0.27 -0.74
H 1.7646 0.1857 -2.0825 0.14 -0.15 0.70
H 3.0786 -0.8907 -1.7041 0.96 -0.88 -0.84
H 2.3351 1.2634 0.1860 0.21 0.40 0.13
H 3.5971 1.4513 -1.0736 -0.02 -0.31 0.52
H 4.1784 1.6475 1.7099 -0.15 1.45 0.11
H 4.9054 0.2383 2.3488 -1.41 0.83 -0.87
H -3.7592 -1.9308 2.2058 -0.15 -0.46 -0.02
```
Forces are in eV/Å.

Results
- molecular weight (Da) = 245.279
- E_LUMO (eV) = 0.77
- structure (SMILES) = CC(C)[C@H](NC(=O)[C@@H](N)CCC(N)=O)C(=O)O
- HOMO level (eV) = -9.4766
- energy above the lowest of the compared OMol25 structures with the same formula, charge and spin (kcal/mol) = 30.2
- 2S+1 = 1